#1
# C2H5N5

A structure of composition C2H5N5 (the ωB97M-V functional and the def2-TZVPD basis, OMol25).

Summary:
M = 99.097 u
net charge = 0

Last column: Mulliken charge in e.
Atoms and positions in Å:
1 C 1.912 -0.329 -0.234  -0.69
2 C -1.472 0.980 -0.167  0.04
3 H 1.940 -1.496 -0.342  0.29
4 H 2.815 0.666 0.128  0.28
5 H 1.564 -0.043 -1.267  0.29
6 H 0.663 -0.319 1.449  0.28
7 H -1.136 2.137 -0.033  0.31
8 N 0.659 0.248 0.525  -0.45
9 N -0.625 -0.053 -0.125  0.58
10 N -2.683 0.350 -0.025  -0.30
11 N -2.456 -0.894 0.080  -0.28
12 N -1.182 -1.247 0.011  -0.35

#2
# C2H5N5

The molecule C2H5N5 (the ωB97M-V functional and the def2-TZVPD basis, OMol25).

Summary:
M = 99.097 u
net charge = 0
structure (SMILES) = [H]/N=c1/[nH]cnn1N

Last column: Mulliken charge in e.
Atoms and positions in Å:
1 H -1.681 1.594 0.054  0.30
2 N -0.639 1.898 -0.240  -0.65
3 C 0.082 0.893 -0.037  0.20
4 N 1.464 0.721 0.208  -0.19
5 C 1.654 -0.640 -0.196  -0.15
6 N 0.508 -1.306 -0.102  -0.76
7 N -0.377 -0.444 0.212  0.76
8 N -1.725 -0.728 -0.060  -0.68
9 H 2.150 1.518 0.186  0.27
10 H 2.526 -1.233 -0.271  0.39
11 H -1.826 -1.459 -0.713  0.24
12 H -2.137 -0.815 0.959  0.26

Stability check: which of them is least stable? #1.

#1
# C29H31Ge2IrN3O

A structure of composition C29H31Ge2IrN3O (the ωB97M-V functional and the def2-TZVPD basis, OMol25).

Summary:
M = 775.024 u
expectation value of S² = 8.791
net charge = +2
2S+1 = 6

Last column: Mulliken charge in e.
Atoms and positions in Å:
1 Ir 0.331 1.568 -1.292  1.76
2 C -3.911 0.398 -0.412  -1.42
3 C -2.612 1.074 -0.627  0.45
4 N -1.596 0.530 -1.322  0.09
5 N -1.742 -0.594 -1.945  -0.92
6 C -0.539 -0.889 -2.639  0.46
7 O 0.390 -0.046 -2.669  -0.81
8 C -0.457 -2.166 -3.296  0.65
9 C -1.526 -3.076 -3.227  -0.09
10 C -1.417 -4.303 -3.849  -0.84
11 C -0.255 -4.626 -4.540  -0.36
12 C 0.808 -3.727 -4.616  -0.75
13 C 0.712 -2.499 -3.998  -0.44
14 C -2.298 2.404 -0.148  0.86
15 C -3.152 3.118 0.684  -0.49
16 C -2.812 4.403 1.071  -0.59
17 C -1.628 4.950 0.604  -0.68
18 C -0.805 4.189 -0.211  -0.11
19 N -1.118 2.942 -0.576  -0.29
20 H -3.871 -0.629 -0.762  0.30
21 H -4.696 0.924 -0.962  0.42
22 H -4.183 0.414 0.645  0.40
23 H -2.427 -2.809 -2.694  0.48
24 H -2.235 -5.008 -3.805  0.44
25 H -0.176 -5.586 -5.033  0.44
26 H 1.702 -3.990 -5.165  0.45
27 H 1.524 -1.788 -4.052  0.46
28 H -4.072 2.664 1.022  0.42
29 H -3.466 4.972 1.717  0.50
30 H -1.337 5.961 0.856  0.45
31 H 0.128 4.585 -0.590  0.51
32 C 4.075 0.591 -0.721  -0.89
33 Ge 3.308 1.232 0.940  0.28
34 C 2.959 3.136 0.789  -0.99
35 C 4.074 0.633 2.604  -0.97
36 Ge 0.780 0.197 0.695  -1.39
37 C -0.330 0.747 2.180  0.85
38 C -1.500 0.038 2.471  0.04
39 C -2.366 0.478 3.465  -0.92
40 C -2.070 1.626 4.187  -0.58
41 C -0.905 2.332 3.918  -0.84
42 C -0.045 1.898 2.918  -0.12
43 C 0.970 -1.711 0.470  1.13
44 C 2.224 -2.324 0.434  -0.06
45 C 2.335 -3.694 0.248  -0.91
46 C 1.195 -4.468 0.085  -0.65
47 C -0.057 -3.873 0.115  -1.05
48 C -0.171 -2.502 0.306  0.16
49 H 4.984 1.174 -0.895  0.49
50 H 3.387 0.778 -1.546  0.25
51 H 4.333 -0.464 -0.706  0.40
52 H 3.896 3.662 0.992  0.51
53 H 2.206 3.505 1.480  0.35
54 H 2.662 3.363 -0.237  0.29
55 H 5.061 1.097 2.677  0.45
56 H 4.183 -0.449 2.623  0.36
57 H 3.466 0.954 3.447  0.38
58 H -1.737 -0.880 1.947  0.37
59 H -3.259 -0.090 3.693  0.50
60 H -2.734 1.957 4.974  0.44
61 H -0.661 3.214 4.496  0.48
62 H 0.861 2.461 2.730  0.19
63 H 3.127 -1.743 0.567  0.15
64 H 3.312 -4.159 0.234  0.46
65 H 1.282 -5.537 -0.056  0.44
66 H -0.948 -4.475 -0.006  0.47
67 H -1.162 -2.064 0.314  0.21

#2
# C29H31Ge2IrN3O

A structure of composition C29H31Ge2IrN3O (the ωB97M-V functional and the def2-TZVPD basis, OMol25).

Summary:
M = 775.024 u
expectation value of S² = 8.791
net charge = +2
2S+1 = 6

Last column: Mulliken charge in e.
Atoms and positions in Å:
1 Ir 1.666 -1.043 0.855  1.63
2 C 0.804 -2.390 -3.365  -1.53
3 C 1.399 -1.954 -2.081  0.57
4 N 0.793 -2.073 -0.905  0.01
5 N -0.294 -2.757 -0.794  -0.75
6 C -0.631 -2.872 0.580  0.54
7 O 0.195 -2.536 1.452  -0.91
8 C -1.936 -3.402 0.879  0.62
9 C -2.762 -3.902 -0.140  -0.07
10 C -4.020 -4.374 0.178  -0.78
11 C -4.457 -4.343 1.498  -0.38
12 C -3.641 -3.847 2.513  -0.70
13 C -2.381 -3.380 2.210  -0.59
14 C 2.741 -1.407 -1.971  0.70
15 C 3.538 -1.178 -3.083  -0.43
16 C 4.837 -0.727 -2.907  -0.64
17 C 5.308 -0.524 -1.625  -0.55
18 C 4.456 -0.760 -0.552  -0.18
19 N 3.205 -1.184 -0.715  -0.28
20 H -0.214 -2.736 -3.224  0.32
21 H 1.396 -3.199 -3.801  0.41
22 H 0.812 -1.561 -4.078  0.43
23 H -2.409 -3.930 -1.161  0.50
24 H -4.661 -4.773 -0.596  0.44
25 H -5.443 -4.717 1.742  0.44
26 H -3.994 -3.836 3.535  0.45
27 H -1.730 -2.993 2.982  0.46
28 H 3.147 -1.357 -4.075  0.43
29 H 5.474 -0.550 -3.764  0.49
30 H 6.320 -0.194 -1.440  0.46
31 H 4.787 -0.609 0.468  0.46
32 C 0.645 1.805 4.129  -1.01
33 Ge 0.844 2.800 2.475  0.13
34 C 2.682 3.163 1.979  -0.96
35 C -0.414 4.217 2.072  -0.93
36 Ge 0.255 0.922 0.580  -1.07
37 C 0.590 2.087 -0.917  0.70
38 C -0.440 2.865 -1.453  -0.12
39 C -0.193 3.693 -2.540  -0.71
40 C 1.083 3.763 -3.085  -0.54
41 C 2.118 3.004 -2.549  -0.87
42 C 1.872 2.171 -1.470  -0.28
43 C -1.632 0.503 0.775  0.73
44 C -2.365 0.601 1.955  -0.18
45 C -3.690 0.189 1.994  -0.71
46 C -4.294 -0.326 0.854  -0.59
47 C -3.575 -0.422 -0.330  -0.83
48 C -2.250 -0.009 -0.369  -0.12
49 H 1.135 2.383 4.918  0.45
50 H 1.145 0.839 4.062  0.35
51 H -0.395 1.658 4.407  0.38
52 H 3.051 3.954 2.638  0.46
53 H 2.738 3.519 0.950  0.30
54 H 3.317 2.288 2.109  0.31
55 H -0.224 5.051 2.751  0.46
56 H -1.445 3.892 2.199  0.36
57 H -0.264 4.558 1.049  0.32
58 H -1.436 2.819 -1.028  0.47
59 H -0.994 4.288 -2.957  0.45
60 H 1.274 4.420 -3.923  0.43
61 H 3.114 3.074 -2.969  0.47
62 H 2.685 1.588 -1.046  0.51
63 H -1.912 0.994 2.856  0.14
64 H -4.252 0.274 2.914  0.47
65 H -5.329 -0.641 0.886  0.47
66 H -4.048 -0.808 -1.224  0.46
67 H -1.708 -0.073 -1.307  0.49

Stability check: which of them is least stable? #1.

#1
# C2H8NOS

A structure of composition C2H8NOS (the ωB97M-V functional and the def2-TZVPD basis, OMol25).

Summary:
M = 94.159 u
net charge = +1

Last column: Mulliken charge in e.
Atoms and positions in Å:
1 C -1.066 -1.283 0.824  -0.76
2 C 0.269 1.150 -0.498  0.09
3 N -0.117 -0.690 -0.268  -0.48
4 O 0.715 1.446 0.708  -0.39
5 S 1.354 1.062 -1.790  -0.10
6 H -1.904 -0.747 0.495  0.35
7 H -0.771 -1.040 1.856  0.29
8 H -1.029 -2.283 0.455  0.34
9 H -0.649 1.591 -0.751  0.36
10 H -0.294 -1.276 -1.139  0.37
11 H 0.861 -0.879 0.071  0.38
12 H 0.097 1.796 1.242  0.34
13 H 2.534 1.153 -1.205  0.22

#2
# C2H8NOS

A cluster of 2 separate species, C2H8NOS in total (the ωB97M-V functional and the def2-TZVPD basis, OMol25).

Summary:
M = 94.159 u
net charge = +1

Last column: Mulliken charge in e.
Atoms and positions in Å:
1 C -1.000 0.584 2.000  -1.13
2 C 0.332 0.829 1.310  0.72
3 N 0.207 -0.218 -2.241  -0.44
4 O 0.707 0.424 0.243  -0.63
5 S 1.161 2.093 2.255  -0.14
6 H -0.785 0.706 3.159  0.34
7 H -1.808 1.241 1.864  0.35
8 H -1.375 -0.457 1.846  0.30
9 H 0.129 0.678 -2.666  0.36
10 H -0.700 -0.296 -1.734  0.36
11 H 0.442 -1.016 -2.801  0.37
12 H 0.887 -0.192 -1.528  0.39
13 H 2.254 1.782 1.650  0.15

#3
# C2H8NOS

A cluster of 2 separate species, C2H8NOS in total (the ωB97M-V functional and the def2-TZVPD basis, OMol25).

Summary:
M = 94.159 u
net charge = +1

Last column: Mulliken charge in e.
Atoms and positions in Å:
1 C 1.644 0.269 -0.069  -0.90
2 C -0.356 -0.134 0.529  -0.06
3 N -0.960 0.404 -0.810  -0.22
4 O -0.617 0.734 1.600  -0.43
5 S -0.741 -2.009 0.752  -0.08
6 H 1.365 1.314 -0.285  0.40
7 H 2.326 0.122 0.768  0.31
8 H 1.753 -0.413 -0.938  0.39
9 H -0.139 0.644 -1.341  0.33
10 H -1.632 1.179 -0.764  0.33
11 H -1.399 -0.397 -1.283  0.39
12 H -1.480 0.573 1.954  0.36
13 H 0.236 -2.286 -0.111  0.18

Stability check: which of them is least stable? #3.

#1
# C3H6N3O2S

The ion C3H6N3O2S with charge +1 (the ωB97M-V functional and the def2-TZVPD basis, OMol25).

Summary:
M = 148.167 u
net charge = +1
structure (SMILES) = NS(=O)(=O)[n+]1cc[nH]c1

Last column: Mulliken charge in e.
Atoms and positions in Å:
1 N 1.639 1.381 -1.335  -0.34
2 S 0.312 1.646 -0.520  1.12
3 O 0.516 2.354 0.734  -0.55
4 O -0.752 1.840 -1.435  -0.52
5 N -0.014 0.027 0.119  0.03
6 C -0.005 -0.306 1.437  -0.21
7 C -0.681 -1.524 1.582  -0.31
8 N -1.263 -1.778 0.411  -0.05
9 C -0.850 -0.903 -0.500  -0.19
10 H 1.576 0.948 -2.304  0.26
11 H 2.510 1.682 -1.246  0.22
12 H 0.470 0.226 2.237  0.45
13 H -0.863 -2.181 2.419  0.42
14 H -1.681 -2.606 -0.016  0.30
15 H -0.914 -0.806 -1.584  0.36

#2
# C3H6N3O2S

The ion C3H6N3O2S with charge +1 (the ωB97M-V functional and the def2-TZVPD basis, OMol25).

Summary:
M = 148.167 u
net charge = +1
structure (SMILES) = NS(=O)(=O)[n+]1cc[nH]c1

Last column: Mulliken charge in e.
Atoms and positions in Å:
1 N -2.238 -0.879 0.838  -0.44
2 S -1.052 0.117 1.341  1.11
3 O -1.471 1.456 1.321  -0.51
4 O -0.130 -0.361 2.350  -0.55
5 N 0.078 0.043 -0.100  -0.05
6 C 0.096 0.876 -1.143  -0.07
7 C 1.271 0.751 -1.769  -0.53
8 N 1.995 -0.160 -0.993  -0.09
9 C 1.255 -0.533 0.012  -0.02
10 H -1.983 -1.804 1.083  0.28
11 H -3.230 -0.626 1.127  0.34
12 H -0.834 1.467 -1.217  0.42
13 H 1.658 1.381 -2.548  0.38
14 H 2.999 -0.584 -1.190  0.33
15 H 1.585 -1.143 0.889  0.40

Stability check: which of them is least stable? #1.